# 1
A structure of composition C3H4N2O3 at a distorted geometry, computed with the ωB97M-V functional and the def2-TZVPD basis.

Properties
- E_HOMO: -8.873 eV
- LUMO level: -0.22 eV
- Kohn-Sham gap: 8.66 eV
- Energy relative to the best compared isomer or geometry (same formula, charge and spin): 6.1178 eV

Geometry as ORCA input:
```
! RIJCOSX wB97M-V def2-TZVPD def2/J DEFGRID3
* xyz 0 1
C -1.0874 0.8005 -0.0317
C -1.2396 -0.5194 0.0154
C 0.9238 -0.3135 -0.1747
H 1.9580 1.3242 0.9712
H 1.4896 2.5593 -0.4727
H -1.4552 1.6998 0.0922
H -2.3279 -2.0898 -0.9415
N 1.0448 2.0353 0.4535
N 0.4137 0.9220 -0.0045
O -2.3511 -1.3653 0.0864
O -0.0253 -1.3137 0.1868
O 2.1944 -0.3210 -0.4790
*
```

Results of the Mulliken charge analysis, in e, for atoms 1 through 2: -0.491 0.325


# 2
The molecule C3H4N2O3 at a distorted geometry, computed with the ωB97M-V functional and the def2-TZVPD basis.

Properties
- E_HOMO: -9.624 eV
- LUMO level: 0.46 eV
- SMILES: Nn1oc(=O)cc1O
- Kohn-Sham gap: 10.09 eV
- Energy relative to the best compared isomer or geometry (same formula, charge and spin): 3.0780 eV

Geometry as ORCA input:
```
! RIJCOSX wB97M-V def2-TZVPD def2/J DEFGRID3
* xyz 0 1
N 1.0762 1.4219 0.2638
N 0.2969 0.5758 -0.5071
O -1.0684 0.9805 -0.2829
C -1.7638 -0.1765 0.0134
O -2.9619 -0.1553 0.0713
C -0.7642 -1.3053 0.0617
C 0.4428 -0.7693 -0.1488
O 1.6765 -1.2197 0.0337
H 0.7783 1.4205 1.2454
H 0.9322 2.3146 -0.1461
H -0.9668 -2.3957 -0.0708
H 2.3221 -0.6915 -0.5336
*
```

Results of the Mulliken charge analysis, in e, for atoms 1 through 2: -0.614 0.162


# 3
The molecule C3H4N2O3 at a distorted geometry, computed with the ωB97M-V functional and the def2-TZVPD basis.

Properties
- E_HOMO: -10.120 eV
- LUMO level: -0.03 eV
- SMILES: O=NN1CCOC1=O
- Kohn-Sham gap: 10.09 eV
- Energy relative to the best compared isomer or geometry (same formula, charge and spin): 4.3098 eV

Geometry as ORCA input:
```
! RIJCOSX wB97M-V def2-TZVPD def2/J DEFGRID3
* xyz 0 1
O -1.2004 0.1383 -2.2040
N -0.0598 -0.0373 -1.7242
N -0.1090 -0.1446 -0.3836
C -1.3102 0.3198 0.3567
C -0.8065 -0.2446 1.6813
O 0.6980 -0.1120 1.6051
C 1.0801 -0.0218 0.4217
O 2.1654 0.0561 0.0053
H -2.5048 0.0268 0.0935
H -1.2288 1.5062 0.4922
H -1.2937 0.2362 2.5480
H -0.8754 -1.4759 1.6108
*
```

Results of the Mulliken charge analysis, in e, for atoms 1 through 2: -0.408 -0.231


# 4
The ion C3H4N2OP with charge +1 at a distorted geometry, computed with the ωB97M-V functional and the def2-TZVPD basis.

Properties
- E_HOMO (alpha / beta): -14.232 / -14.096 eV
- LUMO level (alpha / beta): -6.93 / -7.40 eV
- Kohn-Sham gap (alpha / beta): 7.30 / 6.69 eV
- Energy relative to the best compared isomer or geometry (same formula, charge and spin): 5.5090 eV

Geometry as ORCA input:
```
! RIJCOSX wB97M-V def2-TZVPD def2/J DEFGRID3
* xyz 1 1
C -0.2066 -0.7006 0.0533
C 1.1127 -1.1622 0.0114
C 0.5787 1.5314 -0.1277
N -0.3495 0.6225 0.0529
N 2.1250 -0.3496 -0.0430
O 4.2497 1.0758 0.0029
P 3.7672 -0.2725 0.0780
H -0.9788 -1.4120 -0.0940
H 1.3226 -2.1325 -0.4119
H 0.3100 2.4638 0.1284
H -1.2450 1.1416 0.2746
*
```

Results of the Mulliken charge analysis, in e, for atoms 1 through 2: -0.430 0.268


# 5
The molecule C3H4N2OS at a distorted geometry, computed with the ωB97M-V functional and the def2-TZVPD basis.

Properties
- E_HOMO: -8.985 eV
- LUMO level: 0.61 eV
- SMILES: Nc1cnoc1S
- Kohn-Sham gap: 9.60 eV
- Energy relative to the best compared isomer or geometry (same formula, charge and spin): 2.0260 eV

Geometry as ORCA input:
```
! RIJCOSX wB97M-V def2-TZVPD def2/J DEFGRID3
* xyz 0 1
N 0.0739 0.1055 1.6855
C -0.0245 0.2770 0.3074
C -0.0800 1.5233 -0.3954
N -0.1083 1.3102 -1.6946
O -0.1309 0.0124 -1.9152
C -0.0953 -0.6160 -0.7014
S -0.1268 -2.3916 -0.6421
H -0.4997 0.7415 2.2199
H -0.0959 -0.8453 1.9920
H -0.0927 2.5332 0.0040
H 1.1801 -2.6502 -0.8601
*
```

Results of the Mulliken charge analysis, in e, for atoms 1 through 2: -0.541 0.923


# 6
The molecule C3H4N2OS at a distorted geometry, computed with the ωB97M-V functional and the def2-TZVPD basis.

Properties
- E_HOMO: -7.441 eV
- LUMO level: 0.42 eV
- Kohn-Sham gap: 7.86 eV
- Energy relative to the best compared isomer or geometry (same formula, charge and spin): 5.9218 eV

Geometry as ORCA input:
```
! RIJCOSX wB97M-V def2-TZVPD def2/J DEFGRID3
* xyz 0 1
C -2.2337 1.0419 -0.1060
C -0.6052 -0.5308 -0.1080
C 0.8237 -0.9487 -0.0051
N -2.9253 2.0117 -0.0201
N -3.1440 -0.9052 0.1351
O -1.0309 0.6938 0.0356
S -1.8439 -1.7057 -0.0097
H 0.8473 -1.9877 0.3232
H 1.4021 -0.4504 -0.8250
H 1.2335 -0.4033 0.9485
H -3.7643 2.4234 -0.4722
*
```

Results of the Mulliken charge analysis, in e, for atoms 1 through 2: 0.342 0.389


# 7
The molecule C3H4N2OS2 at a distorted geometry, computed with the ωB97M-V functional and the def2-TZVPD basis.

Properties
- E_HOMO: -7.391 eV
- LUMO level: -0.06 eV
- SMILES: Oc1[nH]c(=S)[nH]c1S
- Kohn-Sham gap: 7.33 eV
- Energy relative to the best compared isomer or geometry (same formula, charge and spin): 1.1015 eV

Geometry as ORCA input:
```
! RIJCOSX wB97M-V def2-TZVPD def2/J DEFGRID3
* xyz 0 1
O -1.3935 2.1946 -0.1473
C -0.6104 1.0373 0.0122
N 0.7178 1.1337 0.1325
C 1.3008 -0.1295 0.0692
S 2.9620 -0.4286 -0.0709
N 0.3289 -1.0077 0.0800
C -0.9441 -0.3223 0.0177
S -2.4885 -1.1289 -0.0255
H -0.7571 2.9892 0.2448
H 1.2810 2.0198 0.2104
H 0.5087 -2.0026 -0.0081
H -3.2654 -0.0398 0.1902
*
```

Results of the Mulliken charge analysis, in e, for atoms 1 through 2: -0.532 0.611


# 8
The molecule C3H4N2OSi at a distorted geometry, computed with the ωB97M-V functional and the def2-TZVPD basis.

Properties
- E_HOMO: -11.247 eV
- LUMO level: -0.34 eV
- SMILES: N#CC(C#N)O[SiH3]
- Kohn-Sham gap: 10.91 eV
- Energy relative to the best compared isomer or geometry (same formula, charge and spin): 0.5064 eV

Geometry as ORCA input:
```
! RIJCOSX wB97M-V def2-TZVPD def2/J DEFGRID3
* xyz 0 1
N 2.2801 1.1650 -0.7610
C 1.6142 0.6050 0.0232
C 0.8067 -0.0921 0.9760
C 0.8325 -1.4182 0.3598
N 0.8524 -2.3886 -0.2117
O -0.7216 0.3409 0.9093
Si -1.6221 0.4454 -0.5076
H 1.0971 -0.0233 2.0468
H -2.9075 -0.0477 -0.2284
H -0.6305 -0.3078 -1.4682
H -1.6013 1.7214 -1.1382
*
```

Results of the Mulliken charge analysis, in e, for atoms 1 through 2: -0.357 0.135


# 9
A cluster of 2 separate species, C3H4N2S2 in total at a distorted geometry, computed with the ωB97M-V functional and the def2-TZVPD basis.

Properties
- E_HOMO: -9.078 eV
- LUMO level: -2.03 eV
- Kohn-Sham gap: 7.05 eV
- Energy relative to the best compared isomer or geometry (same formula, charge and spin): 4.4033 eV

Geometry as ORCA input:
```
! RIJCOSX wB97M-V def2-TZVPD def2/J DEFGRID3
* xyz 0 1
C -0.4429 0.5686 -0.0937
C 1.6754 -0.7950 -0.1102
C -1.4318 -0.4581 0.4638
H -1.9087 1.5609 -0.2304
H 1.3723 1.2773 -0.3331
H 1.0706 -1.7627 0.2240
H -1.0096 -0.7563 1.8295
N -0.9204 1.6900 -0.5177
N 0.9424 0.4087 -0.1985
S 3.3796 -0.6318 -0.4410
S -2.7268 -1.1017 -0.5927
*
```

Results of the Mulliken charge analysis, in e, for atoms 1 through 2: 0.752 -0.089


# 10
A cluster of 2 separate species, C3H4N2S3 in total at a distorted geometry, computed with the ωB97M-V functional and the def2-TZVPD basis.

Properties
- E_HOMO (alpha / beta): -7.857 / -7.541 eV
- LUMO level (alpha / beta): -0.36 / -0.33 eV
- Kohn-Sham gap (alpha / beta): 7.50 / 7.21 eV
- Energy relative to the best compared isomer or geometry (same formula, charge and spin): 2.9777 eV

Geometry as ORCA input:
```
! RIJCOSX wB97M-V def2-TZVPD def2/J DEFGRID3
* xyz 0 1
C -0.7367 1.2280 1.4754
C 1.4835 -1.6030 -0.9161
C -0.7480 0.3251 -0.7386
N 1.4370 -0.3789 -0.9671
N -0.5731 1.3951 0.1274
S -0.3833 2.1814 2.6766
S -1.3595 -0.4569 1.8494
S -1.7019 -0.9751 -0.1622
H 2.5280 -2.0488 -0.8943
H 0.8594 -2.4080 -0.5504
H -0.8119 0.6624 -1.6986
H 0.0067 2.0786 -0.2015
*
```

Results of the Mulliken charge analysis, in e, for atoms 1 through 2: 0.321 -0.188


Which value of energy relative to the best compared isomer or geometry (same formula, charge and spin) does entry 2 give?
3.0780 eV


What is the energy relative to the best compared isomer or geometry (same formula, charge and spin) in the fifth record?
2.0260 eV


Which formula does entry 7 have?
C3H4N2OS2